# C69H44BrF4N8O3P2SeV

C69H44BrF4N8O3P2SeV as an isolated structure in a non-equilibrium geometry (wB97M-V/def2-TZVPD, the OMol25 dataset).

Cartesian coordinates (Å):
Br: -3.15991 3.32923 2.25850
Se: -8.54188 -0.71970 0.87851
V: -1.23235 1.15239 -0.30967
P: -0.31853 1.87315 3.49091
P: -0.47754 1.66765 -2.57878
F: -1.36355 4.42480 7.85000
F: -3.52059 5.66415 6.79383
F: 0.03615 2.69046 6.40303
F: -4.28890 5.14123 4.28420
O: -0.72734 2.70229 -0.00432
O: -0.21402 4.75724 0.71922
O: 6.81583 -8.80174 -2.16041
N: 1.97249 -4.56578 -1.64033
N: 3.59419 -3.47840 -0.57131
N: -2.39403 -0.04310 0.95153
N: -1.17592 -0.84961 -1.14645
N: -7.76896 0.60187 -0.01979
N: 0.70735 0.48367 0.15621
N: -7.00764 -1.38336 1.47768
N: -3.15726 1.87584 -0.70333
C: 3.70638 -6.87815 -2.10121
C: 5.49715 -5.65526 -1.07027
C: -0.43336 0.29027 4.39867
C: -1.45982 0.01454 5.29695
C: -3.65949 0.88839 -5.05960
C: -5.48993 1.38275 -0.40742
C: -2.03860 -2.81990 -2.18600
C: -3.72686 0.04388 0.71163
C: 4.56357 -7.93697 -2.34879
C: -3.49077 2.99552 -1.35215
C: -5.81854 2.52133 -1.14609
C: 3.23446 -4.62459 -1.24276
C: -2.17226 -1.51118 -1.72362
C: 1.52471 -3.35615 -1.21308
C: -2.48323 3.64113 4.00220
C: 0.50280 -0.47877 -4.11209
C: 3.58793 2.37735 4.82237
C: -2.82752 4.81015 6.06702
C: 0.36468 4.23784 -1.54071
C: 1.57560 5.80121 -2.91747
C: 6.42385 -9.97160 -2.88575
C: 0.01077 -1.49393 -0.96063
C: -1.00673 3.28465 5.82463
C: -3.19852 3.23839 -5.20850
C: 3.24145 -0.54631 0.65036
C: 1.37779 2.48225 3.85639
C: -1.72356 4.17853 6.60252
C: 0.34346 3.30352 -2.59034
C: 2.91059 0.72375 1.04104
C: 2.96150 4.27557 3.49178
C: 0.95656 3.64832 -3.79466
C: -2.60725 0.73749 -4.16919
C: -4.80878 3.34971 -1.58950
C: -0.64137 -2.23284 5.59900
C: 2.81047 -1.16416 -4.08224
C: 1.56654 4.88301 -3.95775
C: -1.56206 -1.23827 5.89461
C: 2.11449 0.75473 -2.80972
C: 2.29603 -1.34035 -0.03161
C: 2.49902 -2.64956 -0.54576
C: 0.80146 0.57830 -3.25392
C: 0.46728 -0.73216 4.08035
C: 0.37372 -1.97912 4.68153
C: -1.94844 -0.98511 1.78020
C: -0.83234 -3.46227 -2.04822
C: -4.63899 -0.81246 1.29679
C: -1.82336 1.83434 -3.79701
C: -3.21027 4.53262 4.76487
C: -4.15203 1.11546 -0.18199
C: 1.63291 1.21624 0.76477
C: -3.95749 2.13971 -5.58320
C: 4.15737 -5.72572 -1.46838
C: -6.48180 0.47413 0.17151
C: 5.89972 -7.84432 -1.96016
C: -0.19459 4.01100 -0.19153
C: -2.14175 3.09018 -4.32121
C: 6.35882 -6.69701 -1.30761
C: 3.90744 3.60401 4.25539
C: -4.15790 -1.79549 2.16956
C: -1.34647 2.99480 4.50934
C: 2.33035 1.81863 4.62459
C: 1.50663 -1.34439 -4.52436
C: 1.70686 3.71512 3.29065
C: -2.80635 -1.87271 2.41760
C: 0.22710 -2.79433 -1.41553
C: 3.11367 -0.10908 -3.22941
C: 0.97887 5.47792 -1.71246
C: -6.06086 -0.61945 0.99791
C: 1.03184 -0.77801 -0.25321
H: -0.70604 -3.19724 6.08617
H: -0.49740 -0.62384 -4.49528
H: 4.30987 1.86296 5.44342
H: -4.24142 0.02468 -5.35407
H: -1.56279 3.96380 -4.05695
H: 3.19580 5.24061 3.06065
H: 2.36838 1.57712 -2.15081
H: -2.39136 -2.60338 3.09716
H: -5.02398 4.26569 -2.12103
H: 4.13271 0.04957 -2.89934
H: -2.35623 -1.42965 6.60500
H: -2.40031 -0.24819 -3.78232
H: 1.26254 -0.54824 3.36071
H: 2.09122 0.88149 5.11088
H: -2.18282 0.78100 5.54954
H: 0.96869 4.25718 2.70712
H: 6.04104 -9.70342 -3.87063
H: -4.86122 -2.47249 2.63893
H: 5.89095 -4.77884 -0.56621
H: 4.18923 -8.82637 -2.83220
H: 3.59184 -1.83512 -4.41548
H: 7.39600 -6.65530 -1.00401
H: 4.23149 -0.93392 0.86014
H: 3.60718 1.35878 1.57278
H: 1.26963 -2.15444 -5.20179
H: 7.32448 -10.56506 -2.99142
H: -6.86158 2.74912 -1.32946
H: 2.05247 6.76403 -3.04309
H: -3.11377 -0.98599 -1.82745
H: -0.68101 -4.47507 -2.40153
H: 2.03571 5.12687 -4.90230
H: -0.88226 -1.03869 1.93548
H: 5.67561 -10.53675 -2.32926
H: -4.77277 2.25551 -6.28524
H: 4.88163 4.04339 4.42421
H: -3.42076 4.21668 -5.61430
H: -2.88663 -3.30592 -2.64826
H: 1.36146 2.21147 1.08304
H: 0.95400 2.94666 -4.62007
H: 0.98441 6.17525 -0.88573
H: 2.66711 -6.94547 -2.39618
H: -2.68232 3.62830 -1.69058
H: 4.50035 -3.30780 -0.16985
H: 1.10075 -2.74835 4.45121

Properties
HOMO (alpha / beta) ... -13.37 / -13.37 eV
HOMO-LUMO gap (alpha / beta) ... 4.1 / 4.6 eV
Charge ... +3
Multiplicity ... 2
<S²> ... 0.768
DFT total energy ... -10320.55702 Eh

Mulliken atomic charge list, values in e, 99 entries: Br -0.01; Se 0.36; V 0.37; P 1.67; P 3.74; F -0.27; F -0.26; F -0.36; F -0.30; O 1.41; O -0.56; O -0.44; N -0.87; N 0.03; N 1.15; N 0.97; N -0.83; N 1.86; N -0.82; N 1.18; C -0.75; C -0.41; C 0.58; C -1.10; C -1.19; C 0.56; C -1.61; C -0.12; C -0.55; C -0.30; C -0.95; C 0.18; C -1.14; C 1.39; C -0.24; C -0.32; C -0.79; C 0.62; C -0.39; C -0.86; C -0.85; C -0.19; C 0.29; C -0.94; C -0.65; C 0.40; C 0.32; C -0.39; C -1.60; C -0.84; C -0.28; C -0.35; C -1.44; C -0.93; C -0.59; C -0.76; C -0.78; C -0.29; C 0.91; C -0.59; C 0.17; C -0.55; C -0.79; C -0.47; C -0.54; C 0.69; C 1.19; C 0.08; C -1.05; C -0.61; C -0.77; C 0.36; C 0.81; C 0.92; C 0.17; C -0.96; C -0.89; C -0.71; C -0.86; C -0.33; C -0.27; C -1.05; C -0.71; C -1.39; C 0.08; C -0.89; C -0.79; C 0.57; C -0.71; H 0.44; H 0.48; H 0.50; H 0.50; H 0.30; H 0.49; H 0.39; H 0.67; H 0.67; H 0.48